[1]
{"formula": "C35H29ClF38N3O5PS", "method": "ωB97M-V/def2-TZVPD", "elements": ["N", "C", "C", "N", "C", "O", "C", "C", "C", "C", "C", "F", "F", "C", "F", "F", "C", "F", "F", "C", "F", "F", "S", "F", "F", "F", "F", "F", "C", "C", "C", "C", "N", "C", "P", "O", "Cl", "C", "C", "C", "C", "F", "F", "C", "F", "F", "C", "F", "F", "C", "F", "F", "F", "C", "C", "O", "H", "H", "H", "H", "H", "H", "H", "H", "H", "H", "H", "H", "H", "H", "H", "H", "H", "H", "H", "H", "H", "C", "C", "C", "F", "F", "F", "F", "O", "C", "C", "F", "F", "F", "F", "H", "H", "H", "H", "C", "C", "C", "F", "F", "F", "F", "O", "C", "C", "F", "F", "F", "F", "H", "H", "H", "H"], "xyz": [[-0.959, 0.097, 5.693], [-1.231, -0.097, 4.423], [-2.745, -0.183, 3.876], [-3.158, 1.019, 3.063], [-2.049, 1.956, 2.729], [-1.595, 2.904, 3.396], [-1.569, 1.384, 1.319], [-0.314, 1.679, 0.469], [0.773, 2.760, 0.988], [0.144, 4.202, 0.570], [1.168, 5.411, 0.745], [0.621, 6.587, 1.310], [2.208, 4.967, 1.641], [1.941, 5.817, -0.628], [2.578, 4.696, -1.203], [3.003, 6.686, -0.192], [1.031, 6.678, -1.640], [1.302, 8.048, -1.288], [-0.372, 6.553, -1.374], [1.416, 6.572, -3.184], [2.827, 6.502, -3.394], [1.042, 7.826, -3.772], [0.582, 5.244, -4.189], [2.086, 4.528, -4.464], [0.890, 6.174, -5.575], [-0.913, 5.963, -4.132], [0.298, 4.242, -2.899], [-0.078, 4.079, -5.178], [-0.104, 0.942, -0.883], [1.205, 1.244, -1.740], [2.391, 0.184, -1.370], [3.712, 0.913, -0.807], [3.821, 0.786, 0.707], [-1.209, -0.063, -1.367], [-0.850, -0.879, -3.064], [-0.891, -2.568, -2.717], [-2.374, -0.321, -4.423], [-2.502, -0.336, -0.537], [-3.653, -1.340, -1.071], [-4.854, -0.393, -1.613], [-5.827, -1.117, -2.641], [-4.972, -1.803, -3.588], [-6.544, -2.179, -1.984], [-6.762, -0.159, -3.515], [-7.903, -0.925, -3.931], [-6.076, 0.168, -4.721], [-7.203, 1.216, -2.832], [-6.144, 2.175, -2.737], [-8.135, 1.819, -3.747], [-8.021, 1.062, -1.447], [-9.165, 1.916, -1.532], [-7.295, 1.561, -0.323], [-8.527, -0.225, -1.221], [-2.660, 0.384, 0.826], [-3.823, 0.341, 1.911], [-4.997, -0.093, 1.840], [0.070, 0.083, 5.782], [-0.397, -0.250, 3.648], [-2.786, -1.143, 3.241], [-3.447, -0.302, 4.778], [1.792, 2.569, 0.518], [0.859, 2.659, 2.134], [-0.701, 4.381, 1.339], [-0.312, 4.153, -0.471], [1.009, 1.170, -2.859], [1.614, 2.300, -1.537], [2.595, -0.398, -2.347], [2.009, -0.607, -0.627], [4.644, 0.413, -1.250], [3.734, 2.044, -1.014], [3.885, 1.740, 1.111], [4.711, 0.297, 0.871], [-1.252, -3.042, -3.502], [-3.172, -1.976, -1.882], [-4.007, -1.977, -0.194], [-4.356, 0.555, -2.018], [-5.479, -0.138, -0.678], [-3.324, -5.871, 6.112], [-2.214, -6.460, 7.011], [-1.713, -5.562, 8.146], [-1.183, -4.406, 7.709], [-0.732, -6.191, 8.843], [-1.190, -6.875, 6.227], [-2.728, -7.590, 7.580], [-2.919, -5.270, 4.872], [-2.478, -3.930, 4.909], [-0.993, -3.782, 4.550], [-0.204, -4.524, 5.354], [-0.586, -2.493, 4.686], [-2.789, -3.389, 6.102], [-3.224, -3.266, 3.995], [-3.939, -6.720, 5.801], [-4.007, -5.225, 6.669], [-2.520, -5.333, 8.848], [-0.809, -4.097, 3.519], [8.922, -3.203, -2.710], [8.144, -2.666, -1.495], [6.726, -3.215, -1.324], [5.931, -2.940, -2.372], [6.128, -2.660, -0.242], [8.143, -1.312, -1.533], [8.859, -3.005, -0.381], [8.906, -2.391, -3.889], [7.778, -2.531, -4.724], [6.920, -1.261, -4.778], [6.515, -0.873, -3.545], [5.800, -1.468, -5.513], [7.080, -3.623, -4.354], [8.256, -2.800, -5.961], [9.975, -3.224, -2.414], [8.678, -4.246, -2.932], [6.741, -4.298, -1.170], [7.477, -0.432, -5.222]], "forces_ev_per_a": [[-0.478, -0.411, -3.405], [-0.110, 0.630, 1.401], [1.081, -0.637, 2.168], [-0.644, -0.477, 0.560], [1.089, 0.119, -0.841], [-1.882, -3.690, -2.271], [0.041, -1.255, -3.081], [-1.499, -1.512, -0.268], [-1.199, -0.437, -0.315], [-0.236, -0.025, 1.382], [0.721, -0.781, 0.501], [0.995, -2.360, -1.283], [-1.905, 1.123, -1.706], [1.890, 0.662, 1.842], [-1.704, 2.093, 0.843], [-2.156, -1.943, -1.323], [-0.589, 2.629, 1.554], [-0.568, -3.121, -0.976], [3.366, -0.359, -1.060], [1.734, 3.738, -0.874], [-3.669, 0.105, 1.186], [0.553, -3.151, 1.556], [-0.221, -1.872, -4.629], [-2.674, 0.559, 0.823], [-0.507, -1.633, 2.194], [2.424, -1.228, 0.772], [0.353, 1.827, -1.603], [0.971, 1.788, 1.756], [-2.697, -0.195, 1.351], [0.150, -0.359, 0.563], [-0.261, 0.032, -0.628], [0.088, -0.288, 0.328], [0.416, 0.457, -0.979], [-1.054, 1.298, 2.740], [1.633, -0.275, 0.693], [-1.435, 1.599, -0.879], [-0.039, -0.512, 0.996], [1.614, 1.634, 1.473], [0.851, 1.193, 0.225], [-0.149, -0.456, 0.950], [2.259, -1.839, 0.058], [-2.025, 1.159, 1.581], [1.183, 2.684, -1.475], [-0.240, -1.315, -2.167], [2.313, 2.121, 1.211], [-1.377, -0.383, 2.833], [-0.963, 2.063, -1.710], [-2.335, -2.768, 0.139], [2.117, -1.542, 1.883], [-2.141, 1.703, 1.909], [2.778, -2.132, 0.263], [-1.562, -1.869, -2.927], [1.815, 2.986, -0.471], [2.387, 0.663, -2.049], [-0.401, 0.590, -1.805], [4.775, 1.555, 0.575], [-0.528, 0.034, 0.118], [-1.301, 0.308, 0.934], [0.016, 1.495, 0.823], [1.125, 0.138, -1.395], [-1.503, 0.241, 0.634], [-0.138, 0.344, -1.923], [1.237, -0.105, -1.370], [0.755, 0.228, 1.344], [-0.019, 0.135, 1.598], [-0.945, -1.583, -0.237], [-0.029, 0.973, 1.544], [0.711, 1.371, -0.899], [-1.410, 0.877, 0.335], [-0.153, -1.761, -0.334], [0.181, -1.078, -0.255], [-0.657, 0.494, 0.338], [0.406, 0.322, 0.661], [-0.925, 0.777, 1.091], [0.447, 0.792, -1.298], [-1.113, -1.377, 0.174], [0.909, -0.122, -1.466], [-0.683, -0.196, -0.387], [0.171, -0.162, -0.930], [0.289, -0.079, 0.864], [-0.053, -0.057, -0.124], [-0.178, -0.242, -0.197], [0.014, 0.197, 0.226], [-0.113, 0.386, 0.267], [0.978, 0.875, 0.687], [-1.525, -1.050, 0.588], [0.828, -0.136, -0.230], [-0.319, 0.005, -0.117], [-0.389, -0.568, -0.049], [0.370, 0.329, -0.317], [0.454, -0.062, -0.185], [0.300, 0.011, -0.030], [0.324, 0.071, 0.065], [-0.123, -0.064, -0.127], [-0.251, 0.007, -0.024], [0.879, -0.213, -0.162], [0.502, 0.657, -0.387], [-0.576, -0.311, 0.565], [-0.032, -0.039, 0.173], [0.279, 0.170, 0.213], [-0.225, -0.183, 0.052], [-0.321, -0.371, -0.105], [-1.479, -0.040, 0.012], [1.349, -1.040, 0.488], [-0.417, 0.769, 0.007], [0.278, -0.047, -0.353], [0.273, -0.309, -0.026], [-0.234, 0.254, -0.536], [-0.256, 0.483, 0.063], [-0.174, 0.254, 0.042], [-0.255, 0.196, 0.078], [0.197, -0.006, -0.060], [0.169, -0.180, -0.044]], "total_charge": 0, "smiles": "[H]/N=C/CN1C(=O)c2c(CCC(F)(F)C(F)(F)C(F)(F)C(F)(F)S(F)(F)(F)(F)F)c(CCCN)c(P(O)Cl)c(CCC(F)(F)C(F)(F)C(F)(F)C(F)(F)F)c2C1=O.FC(F)C(F)(F)COC(F)(F)C(F)F.FC(F)C(F)(F)COC(F)(F)C(F)F", "homo_energy_ev": -9.2454, "lumo_energy_ev": -1.71, "de_lowest_kcal_mol": 278.9}


[2]
{"formula": "C3H9BrS2", "method": "ωB97M-V/def2-TZVPD", "elements": ["Br", "C", "H", "H", "H", "S", "S", "C", "C", "H", "H", "H", "H", "H", "H"], "xyz": [[1.612, -1.910, 0.498], [0.909, -1.485, -1.223], [0.378, -2.354, -1.645], [1.724, -1.203, -1.911], [0.203, -0.641, -1.151], [-0.698, 2.317, 0.686], [-1.726, 0.942, -0.413], [1.016, 1.819, 0.412], [-1.863, -0.442, 0.740], [1.659, 2.540, 0.945], [1.276, 1.841, -0.659], [1.222, 0.808, 0.803], [-0.876, -0.853, 1.014], [-2.389, -0.146, 1.663], [-2.446, -1.232, 0.240]], "forces_ev_per_a": [[0.253, -0.228, 0.292], [-0.506, 0.287, -1.364], [0.330, 0.333, 0.380], [-0.282, -0.190, 0.499], [0.419, -0.433, 0.125], [0.053, 0.004, -0.047], [-0.114, 0.067, 0.104], [0.604, -0.232, -0.146], [-0.064, -0.466, 0.520], [-0.296, -0.238, -0.170], [-0.186, 0.083, 0.426], [-0.167, 0.509, -0.077], [-0.436, 0.226, -0.189], [0.183, -0.031, -0.471], [0.208, 0.309, 0.117]], "total_charge": 0, "smiles": "CSSC.CBr", "homo_energy_ev": -8.9316, "lumo_energy_ev": 0.67, "de_lowest_kcal_mol": 0.4}


[3]
{"formula": "C4H11S2", "method": "ωB97M-V/def2-TZVPD", "elements": ["C", "S", "C", "H", "H", "H", "H", "H", "H", "C", "C", "S", "H", "H", "H", "H", "H"], "xyz": [[2.305, 0.183, -1.643], [2.188, -1.596, -2.030], [0.639, -1.779, -1.031], [1.517, 0.756, -2.250], [2.301, 0.296, -0.595], [3.353, 0.495, -1.729], [0.708, -1.204, -0.129], [0.555, -2.784, -0.646], [-0.280, -1.589, -1.630], [-2.083, 1.215, 2.067], [-1.400, 0.519, 0.885], [0.234, 1.199, 0.329], [-1.428, 1.359, 2.941], [-2.500, 2.266, 1.888], [-3.013, 0.706, 2.420], [-1.052, -0.470, 1.195], [-2.042, 0.427, -0.041]], "forces_ev_per_a": [[0.728, 0.094, -1.940], [-0.917, 0.467, 0.916], [-0.161, -1.172, -0.904], [1.528, -0.579, 1.376], [-1.312, 0.092, 1.152], [-0.057, 0.106, -1.382], [-0.061, 0.948, -0.014], [0.150, -0.778, -0.332], [0.740, 0.282, 0.527], [-1.372, 1.292, 0.270], [0.641, 0.226, -0.649], [-0.955, 0.886, 0.641], [0.045, -0.354, -0.405], [0.890, -1.141, -0.401], [0.616, -0.222, -0.169], [-0.815, -0.221, 0.093], [0.313, 0.074, 1.220]], "total_charge": -1, "homo_energy_ev": -2.4086, "lumo_energy_ev": 3.38, "de_lowest_kcal_mol": 27.8}


[4]
{"formula": "C9H19CeCl2I2O3P2", "method": "ωB97M-V/def2-TZVPD", "elements": ["I", "I", "Ce", "P", "C", "C", "H", "H", "H", "H", "H", "H", "C", "H", "H", "H", "P", "C", "C", "H", "H", "H", "C", "H", "H", "H", "H", "H", "H", "C", "O", "Cl", "C", "Cl", "C", "O", "O", "H"], "xyz": [[2.941, -0.292, -1.228], [-2.269, -0.114, 0.399], [0.306, -0.334, -0.494], [-0.290, 0.761, -2.524], [-0.190, 2.583, -2.448], [0.734, 0.295, -3.960], [0.265, 0.668, -4.876], [-2.091, 0.771, -4.137], [0.805, -0.795, -3.989], [-2.133, -0.675, -3.076], [0.835, 2.873, -2.199], [1.739, 0.708, -3.853], [-1.980, 0.407, -3.111], [-0.472, 3.030, -3.407], [-2.711, 0.885, -2.457], [-0.862, 2.945, -1.666], [0.833, -1.810, 1.302], [1.363, -0.965, 2.831], [-0.535, -2.900, 1.817], [1.967, -3.446, -0.039], [2.192, -3.767, 1.712], [3.127, -2.475, 0.890], [2.169, -2.995, 0.936], [-0.957, -3.363, 0.921], [-0.151, -3.670, 2.494], [1.594, -1.690, 3.618], [0.563, -0.302, 3.171], [-1.315, -2.317, 2.309], [2.253, -0.366, 2.616], [0.655, 1.219, 0.449], [0.872, 2.189, 1.037], [-1.853, 3.091, 0.719], [-1.418, 2.449, 2.325], [-2.833, 2.807, 3.362], [-0.935, 0.981, 2.523], [-1.333, 0.503, 3.693], [-0.263, 0.008, 1.601], [-0.624, 3.106, 2.737]], "forces_ev_per_a": [[1.416, 0.473, -0.133], [-5.232, -0.706, -0.593], [-0.128, -10.945, -6.629], [-2.089, 2.952, -6.737], [0.197, -0.008, 0.732], [0.094, -0.153, 0.015], [0.015, -0.086, 0.126], [-0.034, -0.101, 0.152], [0.060, 0.074, -0.222], [-0.153, 0.049, -0.187], [-0.096, 0.083, -0.063], [-0.133, -0.038, -0.041], [-0.034, -0.071, 0.071], [0.008, -0.286, 0.001], [0.008, 0.016, -0.134], [0.136, 0.052, -0.198], [2.510, -5.528, 5.301], [0.924, -0.243, 0.659], [-0.208, 0.189, -0.330], [0.182, -0.193, 0.089], [-0.002, 0.058, -0.148], [-0.098, -0.100, 0.040], [-0.141, -0.029, -0.153], [-0.059, -0.205, 0.184], [-0.015, 0.142, -0.147], [0.219, -0.087, -0.232], [1.130, -1.034, 0.720], [0.073, -0.091, 0.058], [0.088, -0.085, 0.131], [4.163, 13.620, 7.310], [0.373, -1.307, -1.231], [0.327, 0.083, 0.140], [0.076, 1.338, 0.476], [0.520, -0.477, -0.298], [-3.672, -3.710, 7.166], [3.482, 2.181, -7.518], [-3.581, 4.692, 2.060], [-0.327, -0.520, -0.440]], "total_charge": 2, "s2": 0.757, "homo_energy_ev": [-16.0683, -16.0340], "lumo_energy_ev": [-9.37, -9.61], "multiplicity": 2}